ORCA calculation (wB97M-V/def2-TZVPD) on a structure of composition C18H23IN4O2Pd.

Geometry as XYZ:
```
49
Properties=species:S:1:pos:R:3:forces:R:3:lowdin_charge:R:1
Pd 1.029927 -1.803324 -1.324345 0.4 -0.4 -0.3 0.05
C -3.798442 -1.829844 -2.150239 -0.1 0.0 0.0 -0.04
C -3.332857 -1.486913 -0.767435 0.1 0.0 0.0 -0.28
N -4.227204 -1.169342 0.135065 0.0 0.0 0.1 0.09
C -3.796704 -0.847882 1.374964 -0.1 0.0 -0.1 -0.14
C -2.471713 -0.821824 1.725047 0.0 0.0 0.0 -0.19
C -2.120859 -0.376883 3.116760 0.1 0.0 0.0 -0.21
O -1.644355 0.979412 3.153290 0.0 -0.1 0.0 -0.07
C -1.479773 -1.185236 0.779464 0.2 0.1 0.2 -0.08
C -0.082244 -1.047977 1.214988 -0.2 0.1 0.0 -0.14
N 0.908643 -1.809815 0.908260 0.2 0.1 0.2 0.01
C 2.135863 -1.539329 1.567636 -0.2 -0.1 -0.1 -0.32
C 2.150773 -1.263412 2.940487 0.0 0.0 0.1 -0.03
C 3.331696 -1.038885 3.627636 0.0 0.0 0.0 -0.09
C 4.547342 -1.092882 2.960970 0.0 0.0 0.0 -0.10
C 4.556745 -1.377487 1.604381 0.0 0.0 0.0 -0.18
C 3.371654 -1.605542 0.918445 0.1 0.0 0.0 -0.59
I 3.536054 -1.995136 -1.162376 -0.5 0.1 0.0 0.94
C -1.901132 -1.535432 -0.530080 0.0 -0.1 -0.2 -0.37
O -1.153924 -1.808704 -1.531361 0.0 0.0 0.1 -0.19
H -4.886045 -1.863836 -2.166158 0.0 0.0 0.0 0.07
H -3.381114 -2.783564 -2.475179 0.0 0.0 0.0 0.08
H -3.445433 -1.090024 -2.875559 0.0 0.0 0.0 0.07
H -4.561898 -0.615517 2.108675 0.0 0.0 0.0 0.10
H -1.319347 -0.975866 3.548129 0.0 0.0 0.0 0.11
H -2.995997 -0.482306 3.762825 0.0 0.0 0.0 0.11
H -2.324553 1.514767 2.732829 0.0 0.0 0.0 0.08
H 0.102878 -0.192473 1.874749 0.0 0.0 0.0 0.11
H 1.210782 -1.256332 3.477333 0.0 0.0 0.0 0.10
H 3.297852 -0.833356 4.689983 0.0 0.0 0.0 0.10
H 5.477823 -0.929570 3.489095 0.0 0.0 0.0 0.10
H 5.495746 -1.430590 1.067349 0.0 0.0 0.0 0.08
N 0.392639 2.944857 -3.201947 0.0 -0.1 0.1 0.05
C -0.872468 2.465871 -2.517304 0.1 0.1 0.0 -0.09
C -0.599581 1.066168 -1.994803 0.1 -0.1 0.0 -0.21
N 0.559239 1.010160 -1.136646 -0.2 0.5 0.1 -0.06
C 1.751509 1.542086 -1.736514 0.0 -0.2 0.0 -0.23
C 1.575511 2.961300 -2.257027 -0.1 0.1 -0.1 -0.10
H 0.253981 3.858145 -3.628298 0.0 0.0 0.0 0.17
H 0.604388 2.286116 -3.955329 0.0 0.0 0.0 0.18
H -1.676263 2.506044 -3.251466 0.0 0.0 0.0 0.13
H -1.069108 3.175881 -1.714035 0.0 0.0 0.0 0.13
H -0.426199 0.381855 -2.835556 0.0 0.0 0.0 0.12
H -1.473248 0.680091 -1.475432 0.0 0.0 0.0 0.12
H 0.384569 1.344691 -0.197512 0.0 -0.1 0.0 0.12
H 2.020232 0.881938 -2.573149 0.1 0.0 0.0 0.10
H 2.584945 1.497690 -1.036036 0.0 0.0 0.0 0.13
H 2.435098 3.325712 -2.819095 0.0 0.0 0.0 0.13
H 1.324593 3.666499 -1.465469 0.0 0.0 0.0 0.13
```
Forces are in eV/Å.

Calculated values
- Highest occupied orbital energy: -5.267 eV
- F_max: 0.64 eV/A
- Multiplicity: 1
- Relative energy (zero: lowest compared OMol25 entry of this formula, charge and spin): 1.5148 eV